Entry from the Open Molecules 2025 dataset: 2 unconnected molecules or ions with the total composition C13H30BN4O4 at a distorted geometry (ωB97M-V with the def2-TZVPD basis set).

Computed properties:
* orbital gap: 7.5763 eV
* net charge: +1

XYZ file:
```
52
Properties=species:S:1:pos:R:3:forces:R:3
C 1.270 3.504 0.956 -1.6 0.0 0.2
N 2.755 3.325 0.629 0.1 0.0 1.7
C 3.531 4.564 1.078 1.1 0.6 0.3
B 3.338 2.166 1.422 -1.2 1.3 1.5
O 3.265 2.296 2.920 -1.1 -3.0 -2.7
C 4.009 0.792 0.736 0.9 2.3 -1.0
C 3.408 0.442 -0.748 1.0 -1.4 -0.9
N 2.134 -0.371 -0.755 0.3 0.5 1.0
C 0.887 0.476 -0.636 0.1 1.5 -0.5
C -0.445 -0.139 -1.366 0.5 -0.9 0.0
C -1.545 -0.816 -0.358 -1.0 0.2 -0.3
C -1.901 0.063 0.979 -2.4 5.0 0.8
O -2.546 1.232 1.021 4.3 -7.9 -0.5
O -1.486 -0.533 2.292 1.1 1.4 -2.9
C 2.161 -1.529 0.216 -0.9 -0.3 -0.3
C 2.740 -1.177 1.709 -1.5 -2.5 0.4
N 4.032 -0.391 1.703 0.4 -1.1 -0.9
H 1.006 4.612 1.288 0.8 -2.4 -0.7
H 0.931 2.804 1.859 0.6 1.5 -1.9
H 0.570 3.265 0.032 1.6 0.4 1.9
H 3.014 5.155 1.950 0.9 -1.3 -1.6
H 3.729 5.330 0.185 -0.4 -1.9 1.9
H 4.555 4.155 1.512 -1.7 1.3 -1.0
H 2.727 1.470 3.189 1.3 1.9 0.0
H 5.156 1.078 0.569 -2.4 -0.5 0.3
H 3.294 1.400 -1.447 0.2 -1.9 2.1
H 4.234 -0.229 -1.289 -1.7 1.3 1.1
H 1.129 1.501 -1.197 -0.5 -2.3 1.3
H 0.757 0.753 0.494 -0.4 -0.4 -1.8
H -0.932 0.665 -2.064 0.9 -1.5 1.6
H -0.061 -1.017 -2.076 -0.9 1.9 1.5
H -2.561 -0.893 -0.981 2.2 0.2 1.4
H -1.242 -1.915 -0.068 -0.5 2.3 -0.3
H -0.475 -0.490 2.289 -2.0 -0.3 -0.1
H 1.026 -1.860 0.370 2.5 0.6 -0.2
H 2.697 -2.476 -0.271 -0.8 2.2 1.2
H 1.932 -0.666 2.383 1.7 -0.6 -1.4
H 2.993 -2.224 2.221 -0.6 2.4 -1.0
H 4.248 -0.131 2.690 0.1 0.2 -1.0
H 4.790 -1.063 1.380 -1.0 1.0 0.5
C -4.381 -2.618 -2.695 -1.0 0.1 0.5
O -3.738 -1.577 -2.742 -0.4 -0.4 0.2
N -5.630 -2.762 -2.131 1.6 0.0 -0.7
C -6.328 -4.031 -2.115 -0.1 0.1 0.0
C -6.268 -1.607 -1.534 0.2 0.3 -0.1
H -3.988 -3.556 -3.120 -0.1 0.0 0.0
H -7.276 -3.921 -2.648 0.0 -0.2 0.1
H -6.521 -4.316 -1.077 -0.1 -0.1 -0.1
H -5.734 -4.813 -2.597 0.0 0.2 0.1
H -6.382 -0.830 -2.296 -0.1 0.0 0.2
H -5.630 -1.223 -0.732 -0.2 0.1 0.0
H -7.249 -1.873 -1.130 0.2 0.0 -0.1
```
Forces are in eV/Å.